1.
A molecular structure, C4H5AuO4. Source: OMol25; level of theory: ωB97M-V with the def2-TZVPD basis set.

The calculation puts the energy relative to the best compared isomer or geometry (same formula, charge and spin) at 0.0 kJ/mol. Its HOMO energy (spin up / spin down) is -11.627 / -15.281 eV.

The geometry in ORCA input format:
```
! RIJCOSX wB97M-V def2-TZVPD def2/J DEFGRID3
* xyz 1 4
C -1.217 -1.754 -1.502
Au 1.235 -1.492 0.270
H -1.835 -0.394 2.012
C -0.258 0.625 1.052
O -0.204 -1.176 -1.587
O -2.249 -2.276 -1.550
H 0.530 1.524 -1.339
H 1.395 2.418 -0.041
H 2.259 1.171 -1.001
C -0.883 -0.490 1.473
O 0.954 0.440 0.382
O -0.444 -1.701 1.174
H -0.582 1.652 1.213
C 1.298 1.452 -0.556
*
```



2.
A molecular structure, C4H5BFN3OZr. Source: OMol25; level of theory: ωB97M-V with the def2-TZVPD basis set.

Its HOMO energy is -27.570 eV.

The geometry in ORCA input format:
```
! RIJCOSX wB97M-V def2-TZVPD def2/J DEFGRID3
* xyz 4 1
C 1.009 -0.442 1.371
F -0.178 -0.673 -1.995
N -1.056 -3.463 -0.148
C 0.235 -1.341 -0.902
H -1.055 -0.720 0.896
H 0.944 2.392 -1.527
B -0.333 1.288 -0.179
C -0.533 -2.528 -0.583
N 1.950 -0.503 2.067
C -0.074 -0.345 0.395
H -2.009 2.234 -0.770
Zr -0.842 -0.451 2.890
O -1.596 1.616 -0.124
H 1.397 2.528 0.103
H 1.305 -1.578 -0.919
N 0.836 1.987 -0.575
*
```



3.
A single C4H5BO2 molecule. Source: OMol25; level of theory: ωB97M-V with the def2-TZVPD basis set.

The calculation puts the energy relative to the best compared isomer or geometry (same formula, charge and spin) at 150.4 kJ/mol. Its HOMO energy (spin up / spin down) is -6.790 / -9.813 eV.

The geometry in ORCA input format:
```
! RIJCOSX wB97M-V def2-TZVPD def2/J DEFGRID3
* xyz 0 3
C -1.167 0.376 -0.145
H 2.410 -0.009 -0.092
O -1.369 -0.777 0.533
H 0.431 1.758 -0.122
O -1.948 0.626 -1.235
C 1.355 -0.069 0.192
C 1.130 -1.093 1.072
H 0.383 0.909 -1.504
H 1.805 -1.499 1.813
B -0.339 -1.496 0.985
C 0.251 0.750 -0.492
H -2.942 0.523 -1.003
*
```



4.
A molecular structure, C4H5BeO2. Source: OMol25; level of theory: ωB97M-V with the def2-TZVPD basis set.

The calculation puts the energy relative to the best compared isomer or geometry (same formula, charge and spin) at 260.4 kJ/mol. Its HOMO energy (spin up / spin down) is -6.723 / -9.253 eV.

The geometry in ORCA input format:
```
! RIJCOSX wB97M-V def2-TZVPD def2/J DEFGRID3
* xyz 0 2
O -2.359 -2.846 3.056
Be -3.568 -2.486 4.072
O -3.196 0.561 -0.109
C -1.951 -1.261 0.707
H -1.350 0.742 0.846
C -1.442 -2.358 0.536
H -2.713 0.286 1.901
H -3.476 1.462 0.076
H -3.577 -3.156 1.431
C -2.284 0.155 0.892
C -3.400 -2.592 2.381
H -0.913 -3.268 0.307
*
```



5.
A molecular structure, C4H5BeO2. Source: OMol25; level of theory: ωB97M-V with the def2-TZVPD basis set.

The calculation puts the energy relative to the best compared isomer or geometry (same formula, charge and spin) at 251.9 kJ/mol. Its HOMO energy is -13.880 eV.

The geometry in ORCA input format:
```
! RIJCOSX wB97M-V def2-TZVPD def2/J DEFGRID3
* xyz 1 1
C -2.281 -4.813 2.774
H -0.864 -2.196 1.118
H -0.435 -0.339 2.431
C -1.000 -3.459 2.794
C -1.156 -2.132 2.181
H -2.276 -4.948 1.676
H -0.138 -4.937 4.314
O -3.406 -4.469 3.366
O -0.367 -1.189 2.875
H -2.226 -1.864 2.211
Be -3.540 -5.556 3.856
C -0.598 -4.438 3.473
*
```



6.
A molecular structure, C4H5BiO3. Source: OMol25; level of theory: ωB97M-V with the def2-TZVPD basis set.

The calculation puts the energy relative to the best compared isomer or geometry (same formula, charge and spin) at 0.0 kJ/mol. Its HOMO energy is -27.168 eV.

The geometry in ORCA input format:
```
! RIJCOSX wB97M-V def2-TZVPD def2/J DEFGRID3
* xyz 4 1
H -0.958 -2.409 -1.419
H 0.241 0.671 1.287
C 0.587 0.170 -0.806
H 2.351 2.005 -0.584
C 1.827 1.773 0.346
O -1.717 -0.733 0.855
H 2.140 2.295 1.250
H 1.245 0.320 -1.669
O -0.407 -0.613 -1.109
C -1.592 -1.071 -0.298
Bi -2.684 -1.091 2.568
C 0.789 0.887 0.374
O -1.822 -2.205 -0.796
*
```



7.
2 unconnected molecules or ions with the total composition C4H5BrF2. Source: OMol25; level of theory: ωB97M-V with the def2-TZVPD basis set.

The calculation puts the energy relative to the best compared isomer or geometry (same formula, charge and spin) at 358.9 kJ/mol. Its HOMO energy (spin up / spin down) is -8.778 / -8.686 eV.

The geometry in ORCA input format:
```
! RIJCOSX wB97M-V def2-TZVPD def2/J DEFGRID3
* xyz 0 1
H 1.158 0.532 -0.376
H -1.228 2.045 0.029
H -1.435 -1.078 -0.013
F -4.349 1.524 -1.099
C -3.896 0.888 -0.022
H 0.915 -1.201 -0.690
C -0.839 -0.169 -0.015
Br -4.230 -0.989 -0.084
F -4.398 1.454 1.075
H 0.996 -0.601 0.973
C 0.655 -0.371 -0.037
C -1.381 0.995 0.022
*
```



8.
A single C4H5BrF2O2 molecule. Source: OMol25; level of theory: ωB97M-V with the def2-TZVPD basis set.

As for the SMILES: C[C@H](F)[C@H](Br)OC(=O)F. The calculation puts the energy relative to the best compared isomer or geometry (same formula, charge and spin) at 0.0 kJ/mol. Its HOMO energy is -10.953 eV.

The geometry in ORCA input format:
```
! RIJCOSX wB97M-V def2-TZVPD def2/J DEFGRID3
* xyz 0 1
H 2.448 0.175 -0.937
F -2.672 -0.937 0.730
H -0.986 -1.064 -0.882
H 2.776 -0.126 0.771
C 0.720 -0.475 0.316
H 1.952 1.373 0.359
Br 0.054 0.678 -2.342
F 0.995 -1.837 0.250
C -2.515 0.352 0.407
C -0.473 -0.122 -0.623
C 2.025 0.305 0.073
O -3.410 1.065 0.497
O -1.317 0.842 0.028
H 0.402 -0.230 1.352
*
```



Computed molar mass, in the same sequence as the records: 314.0; 232.1; 95.9; 94.1; 94.1; 310.1; 171.0; 203.0 g/mol.
Computed largest force on an atom, in the same sequence as the records: 8.36; 1.56; 3.13; 2.56; 13.95; 10.83; 4.00; 3.70 eV Å⁻¹.
Computed E, in the same sequence as the records: -591.5693; -564.3466; -330.6117; -320.4278; -320.1493; -593.4812; -2929.0072; -3079.6343 Ha.